No. 1
Molecular formula: C56H138N9O29
Method: DFT, ωB97M-V/def2-TZVPD

Geometry (Å):
O -2.766 3.007 -2.630
O 4.534 -0.316 -1.384
O 5.069 4.674 2.870
O 1.475 -5.708 2.940
O -2.485 7.520 2.765
O -1.410 -8.509 -1.263
O 2.872 4.053 -0.588
O 0.791 4.349 -0.069
O -3.561 3.391 2.163
O 5.865 -1.452 2.051
O 4.247 -5.572 0.520
O 4.935 -4.961 -5.623
O -5.320 -2.861 -1.873
O -2.386 0.024 6.528
O 3.976 -3.263 -4.629
O 1.247 -1.849 -1.404
O 1.261 4.826 -4.137
O 4.505 -1.446 3.807
O 1.393 2.455 5.086
O -5.822 0.229 -0.826
O 2.598 -5.952 -0.881
O -1.699 -3.502 1.355
O -0.771 -0.825 -1.510
O -4.763 -4.828 -2.428
O 0.796 3.625 -5.893
O -2.113 -1.189 -7.014
O -3.836 -3.848 1.291
O -4.471 3.292 4.172
O -1.404 -1.846 7.086
N 1.180 -3.647 0.949
N -1.691 2.666 5.230
N 3.951 -3.174 -1.676
N 5.542 5.200 5.609
N -3.604 -1.184 -0.115
N -1.976 4.242 -5.115
N -2.472 -6.540 -2.781
N 0.758 -2.844 -5.153
N -1.914 5.636 0.476
C 1.529 -1.774 2.649
C -2.967 2.270 -3.784
C 2.255 2.660 -4.148
C -3.017 6.704 0.531
C 1.285 -4.345 3.409
C 6.406 -3.535 -1.831
C -4.344 -0.355 0.962
C 1.129 -6.688 3.934
C -2.699 -4.089 1.775
C -4.825 -3.651 -2.717
C 5.150 5.990 3.343
C -1.516 -1.217 4.773
C -3.535 6.957 2.005
C -1.741 -9.437 -0.214
C -1.219 -7.141 -0.802
C 5.350 -2.589 -1.294
C 1.365 3.770 -4.763
C 2.806 -5.375 -4.582
C 0.398 -0.884 -1.106
C 4.616 6.073 4.773
C -2.812 7.675 4.154
C -2.462 -5.308 2.679
C 0.843 0.254 -0.113
C 4.642 0.946 -2.043
C 3.411 -6.360 -0.042
C -5.049 0.782 0.275
C -1.085 -4.654 -1.828
C -1.330 4.943 4.225
C -4.305 -3.000 -3.943
C 1.930 3.849 0.211
C -2.861 -1.335 -8.230
C -3.324 2.501 -6.302
C -1.804 2.358 -1.768
C -1.151 -6.212 -2.034
C 3.241 -7.835 0.447
C -0.626 3.588 4.457
C 1.818 -3.294 2.345
C -6.422 1.261 -1.607
C -0.407 -1.923 -5.297
C -4.529 3.524 2.955
C -5.886 4.065 2.490
C 5.105 -0.882 2.859
C 2.150 2.898 1.363
C 4.012 -4.488 -4.891
C -1.769 -1.001 6.258
C 5.505 4.524 1.475
C -3.170 3.237 -4.954
C 0.690 3.688 5.177
C 2.870 2.498 5.107
C -1.105 -2.166 -6.702
C 0.061 -0.499 -5.103
C 5.557 -1.198 -1.815
C -3.310 0.009 2.078
C 4.797 0.627 2.727
C 4.758 7.470 5.279
C -4.093 6.100 -0.375
H -1.624 5.409 -0.464
H 0.911 -0.216 -5.724
H -3.884 1.574 -6.181
H -1.464 5.411 5.200
H -4.422 7.586 2.088
H -0.720 5.712 3.751
H 5.687 -1.141 -2.896
H -4.025 3.897 -4.804
H -5.071 6.534 -0.166
H 1.549 -0.011 0.674
H -2.071 1.316 -1.591
H -0.242 -7.124 -0.319
H -2.093 4.941 -5.834
H 1.466 -7.676 3.621
H -0.809 2.352 -2.214
H -1.077 6.029 0.882
H -1.644 -4.223 -0.997
H -3.743 -2.087 -3.746
H 5.698 1.198 -2.139
H 1.102 -2.703 -4.214
H -3.616 -3.666 -4.462
H 2.908 2.151 1.130
H 2.453 -8.387 -0.066
H 1.192 2.450 1.629
H -1.126 -2.166 -4.515
H 3.249 1.477 5.139
H -1.819 2.807 -0.775
H 4.145 1.675 -1.403
H -2.228 -6.267 2.217
H 4.160 0.884 -3.019
H -6.965 2.070 -1.119
H 6.534 -4.505 -1.352
H -3.415 -5.372 3.204
H -1.088 3.785 -5.268
H -4.343 1.469 -0.192
H 5.016 5.195 0.769
H 3.288 -2.524 -1.279
H 5.330 4.250 5.339
H 2.226 -1.073 2.189
H 6.182 6.332 3.257
H -0.467 -6.633 -2.771
H -0.333 -2.127 -7.470
H -1.508 -4.126 -2.683
H -3.872 6.285 -1.426
H -3.716 -1.986 -8.050
H -0.005 0.785 0.322
H 6.511 5.413 5.420
H -5.636 1.333 1.009
H 1.736 -6.566 4.831
H 5.728 7.878 4.996
H 0.265 -4.174 3.754
H 4.460 6.591 2.752
H -3.975 3.110 -6.929
H 5.445 -2.550 -0.209
H 3.317 2.981 4.238
H -1.570 -3.151 -6.661
H -1.300 1.806 5.588
H 0.184 -3.760 1.070
H -0.046 -4.345 -1.710
H -2.447 0.641 1.865
H 1.492 -2.652 -5.819
H 3.682 5.514 4.727
H 1.534 -4.528 0.604
H -2.485 2.520 4.624
H -4.266 -1.441 -0.834
H 4.169 -8.406 0.417
H 5.492 1.222 3.321
H -5.845 4.345 1.438
H 2.040 -4.897 -3.972
H -2.844 -0.741 -0.610
H -5.059 -2.739 -4.686
H -3.748 8.233 4.146
H 3.814 -3.186 -2.677
H 1.714 1.721 -4.272
H 1.323 -2.993 0.192
H -2.009 8.173 4.697
H 3.021 -7.801 1.514
H -2.528 -9.047 0.430
H 2.071 -4.176 4.146
H -2.043 -6.807 -0.173
H -1.363 -0.253 4.288
H -2.055 -10.426 -0.548
H 0.064 -6.683 4.167
H -6.337 4.823 3.131
H 2.544 2.998 -3.153
H 5.349 5.174 6.600
H -0.728 0.184 -5.417
H 2.491 3.476 2.222
H -3.807 1.604 -3.587
H 7.432 -3.226 -1.636
H -7.071 0.676 -2.258
H 3.195 2.993 6.022
H 4.547 7.695 6.325
H -0.541 3.080 3.497
H -3.225 -0.397 -8.647
H 0.360 -0.168 -4.109
H -1.846 4.745 -4.249
H -2.106 4.819 1.039
H 3.924 8.030 4.855
H 4.875 0.950 1.689
H 1.417 4.345 4.699
H -3.284 -2.031 0.332
H 3.896 -4.100 -1.275
H -3.788 6.006 2.474
H 3.807 0.834 3.134
H 0.531 -3.828 -5.118
H -4.329 5.039 -0.294
H 3.196 -6.205 -3.993
H 5.139 3.520 1.260
H 0.563 3.974 6.221
H 0.564 -1.367 2.345
H -2.359 2.355 -6.786
H -3.253 -5.906 -2.681
H -6.658 3.298 2.554
H -5.036 -1.121 1.313
H 1.338 0.979 -0.759
H 2.857 -3.448 2.052
H -2.274 5.026 3.685
H -3.136 6.788 4.699
H -2.426 7.530 0.135
H -0.854 -9.609 0.396
H 6.476 -0.870 -1.329
H 3.112 2.659 -4.821
H -2.724 -7.394 -2.304
H 2.304 -5.784 -5.458
H -1.679 -5.139 3.419
H -2.041 3.064 6.090
H 6.317 -3.626 -2.914
H -2.846 -0.826 2.602
H -2.376 -6.712 -3.771
H 6.592 4.591 1.492
H 1.616 -1.523 3.706
H -2.168 -1.794 -8.936
H -2.474 -1.658 4.496
H -3.885 0.504 2.860
H -2.122 1.631 -4.042
H -0.759 -1.999 4.716
H -5.701 1.751 -2.262

Calculated values
Net charge: -1
Energy above the lowest of the compared OMol25 structures with the same formula, charge and spin, kJ/mol: 300.5
Kohn-Sham gap, eV: 4.43
Molecular weight, g/mol: 1401.75

No. 2
Molecular formula: C56H142CaN10O19
Method: DFT, ωB97M-V/def2-TZVPD

Geometry (Å):
Ca -12.571 -11.952 -11.760
O -5.307 -9.564 -22.441
O -2.171 -7.485 -8.909
O -11.379 -14.805 -14.617
O -17.315 -2.727 -8.984
O -23.267 -7.641 -18.499
O -12.657 -0.910 -1.412
O -0.770 3.475 -20.347
O -14.751 -15.491 -27.711
O -10.529 -4.872 -4.762
O -1.012 -7.886 -25.784
O -11.453 -8.335 -13.988
O -3.693 -0.287 -16.685
O -23.469 -1.263 -23.545
O -14.621 -8.772 -13.917
O -22.285 -0.825 -18.903
O -12.819 9.630 -20.227
O -12.274 3.679 -18.627
O -14.266 -11.458 -24.884
O -21.544 -6.885 -7.126
N -5.398 -9.246 -9.344
N -24.516 -0.788 -20.727
N -12.287 6.499 -19.124
N -12.835 -3.722 -2.923
N -18.037 -6.407 -8.481
N -9.898 -15.065 -12.110
N -13.278 -14.192 -25.657
N -0.731 1.236 -18.123
N -3.698 -7.231 -24.892
N -21.329 -10.324 -16.565
C -2.057 1.182 -17.469
C -13.088 -12.013 -24.366
C -11.889 7.175 -20.371
C -2.505 -0.272 -17.503
C -11.461 -3.149 -3.138
C -12.170 2.568 -17.813
C -10.440 -3.915 -5.824
C -1.790 -6.103 -8.863
C -12.384 -7.359 -14.405
C -24.993 -0.055 -21.946
C -10.420 -4.247 -3.481
C -24.423 0.041 -19.485
C -1.475 4.429 -21.112
C -13.022 9.669 -18.812
C -17.573 -5.029 -8.192
C -1.244 -7.543 -24.405
C -23.302 -7.147 -19.835
C -3.956 -9.135 -9.112
C -15.118 -10.979 -23.847
C -12.745 8.337 -20.921
C -22.347 -9.346 -16.881
C -24.831 -0.916 -23.221
C -2.443 -6.654 -24.358
C -13.407 5.605 -19.325
C -13.465 4.436 -18.384
C -23.672 -0.750 -18.466
C 0.234 -8.539 -25.969
C -4.381 -1.540 -16.677
C -4.119 -8.489 -24.250
C -21.534 -1.655 -18.009
C -22.536 -8.429 -15.661
C -12.221 -15.130 -15.677
C -1.044 3.654 -18.972
C -9.225 -15.079 -13.374
C -18.065 -3.954 -9.209
C -13.723 -16.171 -27.013
C -22.207 -8.564 -18.255
C -0.297 2.643 -18.102
C -5.927 -9.661 -21.184
C -3.453 -7.698 -9.439
C -4.723 -8.353 -22.854
C -23.419 -2.166 -24.622
C -8.103 -16.123 -13.140
C -12.949 0.148 -0.523
C -19.496 -6.693 -8.403
C -12.655 -15.114 -26.585
C -3.222 -10.148 -9.963
C -16.446 -2.376 -10.030
C -13.753 -1.882 -1.406
C -13.819 -2.638 -2.750
C -13.906 -7.810 -14.722
C -20.173 -6.471 -7.014
C -12.427 -13.085 -25.334
C -15.654 -16.419 -28.306
C -10.186 -15.559 -14.518
C -22.299 -6.690 -5.996
H -11.601 5.930 -18.648
H -4.863 -8.990 -24.868
H -20.495 -1.570 -18.325
H -12.182 0.902 -0.698
H -11.757 -15.042 -16.659
H -11.414 -3.430 -5.887
H -10.125 -16.033 -11.933
H -14.081 -13.751 -26.083
H -0.803 4.674 -18.673
H -20.103 -6.247 -9.191
H -23.916 -3.123 -24.462
H -3.573 -10.123 -10.995
H -1.708 -5.689 -9.868
H -2.383 -5.455 -8.217
H -11.277 1.985 -18.038
H -12.003 -12.658 -26.243
H -25.204 -0.416 -24.116
H -21.604 -7.955 -15.352
H -11.507 -2.378 -3.908
H -2.660 -0.705 -18.491
H -18.020 -4.393 -10.205
H -24.081 -1.719 -18.178
H -0.816 0.925 -19.080
H -7.548 -16.240 -14.070
H -17.667 -6.609 -9.399
H -5.308 -1.374 -16.129
H -16.309 -15.988 -29.063
H -12.995 -14.363 -15.722
H -26.057 0.051 -21.739
H -21.614 -1.486 -16.935
H -1.940 1.430 -16.414
H -3.980 -8.077 -22.105
H -25.411 -1.812 -23.003
H -12.926 1.811 -18.023
H -1.763 -0.901 -17.010
H -3.322 -11.116 -9.473
H -22.375 -2.396 -24.838
H -23.361 -6.871 -6.162
H -9.687 -15.553 -15.487
H -13.830 8.995 -18.528
H -24.565 0.937 -22.090
H -5.533 -7.623 -22.861
H -11.708 -15.488 -26.198
H 0.159 -9.617 -25.824
H -12.330 -14.719 -27.548
H -23.860 -1.719 -25.513
H -14.307 3.827 -18.713
H -17.924 -4.674 -7.223
H -2.123 3.630 -18.825
H -22.197 -9.399 -18.956
H -21.822 -7.293 -5.223
H -22.874 -8.942 -14.760
H -2.554 4.298 -21.024
H -3.399 -7.513 -10.512
H -12.748 -0.113 0.516
H -7.399 -15.878 -12.345
H -4.188 -7.020 -9.004
H -5.647 -9.010 -10.294
H -12.237 2.838 -16.759
H -6.662 -8.866 -21.062
H -23.293 -7.690 -15.923
H -15.854 -3.257 -10.279
H -14.669 -10.336 -23.090
H -17.055 -2.127 -10.899
H -12.620 -6.711 -13.561
H -21.197 -8.190 -18.420
H -14.797 -3.119 -2.791
H -21.866 -2.693 -17.978
H -15.745 -1.657 -9.605
H -14.455 -6.869 -14.767
H -16.191 -16.870 -27.472
H -21.508 -10.868 -15.733
H -14.111 -16.785 -26.201
H -2.557 -6.295 -23.335
H -23.245 -9.960 -16.951
H -10.391 -5.088 -2.788
H -22.418 -6.538 -20.026
H -6.527 -10.571 -21.169
H -0.234 3.000 -17.074
H -13.751 7.957 -21.099
H -24.239 -6.606 -19.966
H -20.076 -5.406 -6.803
H -1.457 -8.446 -23.833
H -11.999 -6.687 -15.172
H -0.798 -5.981 -8.428
H -16.483 -5.012 -8.193
H -13.624 -2.567 -0.568
H -3.291 -9.198 -24.256
H -2.158 -10.003 -10.148
H -2.230 -5.769 -24.956
H -13.538 4.764 -17.347
H -19.706 -7.722 -8.694
H -13.355 5.084 -20.281
H -19.651 -7.080 -6.277
H -23.379 -7.945 -20.573
H -20.417 -9.920 -16.407
H -12.194 9.368 -18.170
H -14.388 6.081 -19.358
H -19.117 -3.683 -9.113
H -13.803 -1.881 -3.534
H -10.254 -4.441 -6.761
H -5.966 -8.693 -8.719
H -1.204 5.424 -20.758
H -13.318 10.657 -18.459
H -12.291 -11.306 -24.137
H -9.417 -3.822 -3.521
H -13.315 -12.516 -23.426
H -23.721 -0.104 -17.589
H -11.564 6.395 -21.060
H -14.721 -1.387 -1.335
H -8.521 -17.103 -12.906
H -23.915 1.006 -19.498
H -12.433 8.534 -21.946
H 0.649 -8.437 -26.972
H -11.088 -2.685 -2.225
H -15.651 -11.802 -23.371
H -3.857 -2.257 -16.044
H -9.697 -3.130 -5.689
H -2.846 1.783 -17.921
H -11.593 -13.478 -24.752
H 1.015 -8.096 -25.351
H -1.248 4.333 -22.174
H -3.632 -7.389 -25.888
H -8.757 -14.113 -13.564
H -25.411 0.301 -19.106
H -22.337 -5.626 -5.764
H -12.746 -4.167 -2.021
H -10.900 7.568 -20.136
H -0.425 -7.026 -23.905
H -9.260 -14.864 -11.353
H -13.256 -16.781 -27.786
H -4.643 -1.903 -17.670
H -3.763 -9.314 -8.054
H -12.747 -16.081 -15.593
H -15.824 -10.301 -24.328
H -13.923 0.631 -0.592
H -5.293 -9.652 -20.297
H -23.631 -1.231 -20.925
H -13.903 -8.198 -15.741
H -10.545 -16.550 -14.244
H 0.762 2.640 -18.360
H -15.168 -17.212 -28.874

Calculated values
Kohn-Sham gap, eV: 3.21
Molecular weight, g/mol: 1299.88